The following is a quantum chemistry calculation of a molecular structure, C75H174AsF6N9O9, from OMol25.

Positions of all 274 atoms, in Å:
As 1.53 -0.91 -0.59
F 2.01 -2.54 -0.99
F 1.08 0.78 -0.26
F 0.71 -0.77 -2.16
F 3.03 -0.28 -1.35
F 2.40 -0.93 1.00
F 0.03 -1.47 0.24
O 3.96 3.83 -0.77
O 5.11 -6.15 4.44
O 0.23 4.21 -6.35
O 2.61 -1.11 -6.70
O -4.75 -3.01 -2.77
O -3.10 -3.83 4.20
O -3.22 6.78 -1.13
O -1.52 2.74 7.33
O -4.01 1.77 -0.54
N 5.39 1.71 1.14
N 4.69 -1.59 -4.75
N -0.42 3.94 -5.27
N -6.93 1.98 -1.43
N 0.41 1.17 5.82
N -3.72 -3.74 -2.90
N 3.92 -4.71 2.01
N -3.07 -4.92 3.55
N -0.76 7.27 0.94
C -8.12 1.52 -2.36
C -7.47 2.70 -0.12
C -2.56 3.09 -6.02
C -1.30 7.43 2.38
C -0.06 4.77 1.09
C 1.69 3.26 -4.23
C -0.54 -5.28 3.57
C 5.27 -2.23 -3.45
C -4.05 -5.58 -4.60
C 0.76 7.76 0.84
C 6.24 2.59 3.45
C -6.10 0.72 -1.13
C 3.18 -1.46 -4.43
C 3.75 -5.12 -0.55
C -3.87 -5.26 -3.16
C 0.16 3.02 -4.32
C 2.24 -3.03 3.21
C 4.94 -3.66 1.64
C -5.00 0.86 -0.13
C -4.00 -7.19 3.28
C 2.27 -0.15 -7.67
C -0.46 3.34 -2.88
C 4.90 -2.59 -5.85
C 5.23 3.31 -1.01
C -1.66 8.19 0.04
C -1.65 -4.03 1.67
C -1.24 1.46 7.86
C -0.07 1.54 -4.72
C -9.04 0.42 -1.66
C 0.81 9.26 1.04
C -2.11 -6.47 1.88
C -2.47 4.59 -4.03
C -2.01 3.59 -2.95
C 5.70 -6.12 3.18
C 0.16 2.55 5.18
C -0.91 0.65 6.55
C -1.89 4.28 -5.37
C -8.28 3.98 -0.36
C -1.85 -5.20 2.69
C -3.16 7.82 -0.11
C 6.44 2.57 1.91
C -6.03 2.95 -2.26
C -2.58 -1.83 -2.04
C 5.36 1.88 -0.37
C -1.27 -3.85 -2.58
C -3.27 -6.44 5.59
C 3.96 2.08 1.57
C 1.80 0.10 7.70
C 2.35 -0.64 -5.43
C 2.92 -4.91 0.79
C 5.41 0.84 -4.13
C -2.48 -3.00 -3.11
C 4.63 -6.09 2.14
C -1.89 3.86 8.27
C -2.09 5.54 -6.25
C 3.98 5.24 -0.76
C -2.67 -7.65 2.67
C -5.41 -5.47 4.51
C -2.60 -5.96 -2.61
C -0.98 5.81 0.46
C -2.31 -2.60 -4.67
C -2.93 1.99 0.40
C 0.83 0.20 4.63
C -1.21 -5.31 -2.96
C 5.34 -0.27 -5.20
C -3.88 -6.05 4.26
C 6.85 -2.43 -3.41
C 6.02 -6.57 5.42
C -4.26 5.83 -1.14
C -5.08 -5.81 -2.35
C 6.72 -0.48 0.84
C 5.60 0.21 1.51
C 3.09 -4.29 3.25
C -0.23 -0.05 3.61
C 1.60 1.26 6.76
H -0.52 1.40 8.68
H 1.21 0.01 -7.86
H -1.65 -1.32 -1.80
H -5.90 0.19 -2.06
H -2.18 5.40 -7.33
H 1.50 2.19 7.32
H 3.96 1.87 2.64
H -0.80 2.47 4.67
H -4.46 -8.05 3.75
H 6.42 1.72 4.09
H -1.12 1.28 -4.67
H 2.82 -2.15 2.96
H 1.28 -0.85 -5.29
H 5.17 -6.30 1.22
H -6.02 -5.39 3.61
H 4.72 -4.64 -0.61
H 7.22 -2.62 -4.42
H -7.82 1.18 -3.35
H 0.98 5.13 1.02
H -1.43 -3.06 2.12
H -2.06 4.74 7.65
H -1.29 6.26 -6.07
H 7.00 -6.08 5.41
H 4.79 -3.54 -5.32
H 6.28 1.37 -0.65
H -5.39 1.30 0.79
H -2.62 -7.02 -2.86
H -4.77 -7.06 2.52
H 2.12 2.70 -3.40
H -0.85 -4.40 1.03
H 1.35 7.25 1.60
H 3.21 -4.80 -1.44
H -5.51 -4.48 4.96
H -1.15 -3.80 -1.49
H -0.01 4.25 -2.48
H -5.61 2.32 -3.05
H -1.94 2.50 -6.69
H 7.00 -1.27 1.54
H 6.86 3.30 4.00
H 0.11 3.28 5.99
H -8.58 -0.49 -1.27
H -9.10 3.86 -1.07
H -9.70 0.24 -2.51
H 5.29 2.88 -2.02
H 2.44 0.44 -5.28
H -3.70 8.72 -0.38
H -1.40 -2.04 -4.86
H 0.24 -5.66 2.92
H 5.78 0.12 2.59
H -2.25 1.16 0.61
H 4.51 1.18 -3.60
H -0.35 -4.27 3.94
H -3.49 7.38 0.84
H 0.90 7.47 -0.20
H -6.69 -0.01 -0.56
H -7.96 1.91 0.45
H -1.13 -0.53 4.00
H -5.04 -5.58 -1.29
H 4.61 -0.26 1.49
H 0.18 1.40 -5.77
H 6.00 4.07 -1.09
H 7.68 0.02 0.75
H -1.16 -5.55 -4.02
H 3.86 -6.19 -0.71
H -4.29 5.32 -2.10
H -0.57 6.86 2.97
H 2.77 -2.47 -4.34
H -3.38 2.26 1.36
H 2.05 4.28 -4.11
H -0.43 0.79 2.95
H 5.25 2.90 3.79
H -5.85 -6.18 5.21
H -3.51 3.26 -6.52
H 6.06 -7.65 5.56
H 4.90 0.14 -6.10
H -6.66 3.77 -2.59
H -2.18 5.59 -3.67
H 1.27 -0.70 5.06
H -3.56 4.59 -4.07
H -2.82 2.32 -5.29
H -0.66 -0.37 6.83
H -1.36 8.42 2.83
H -1.14 8.31 -0.90
H -4.11 5.02 -0.41
H -2.68 -8.60 2.14
H -9.58 0.89 -0.83
H -0.63 -5.84 4.50
H 2.72 0.17 8.29
H -4.45 -6.57 -4.86
H 2.24 -4.07 0.65
H 3.17 1.53 1.08
H -2.41 -3.76 0.94
H -6.00 -5.36 -2.72
H 2.47 1.55 6.16
H 4.07 5.66 -1.76
H -5.22 3.29 -1.61
H 1.85 9.55 0.91
H -8.68 4.47 0.52
H 5.57 1.71 -4.77
H 2.21 2.88 -5.11
H 3.86 -3.84 3.88
H 1.71 0.70 4.24
H -1.91 -7.81 3.44
H 7.45 -1.55 -3.18
H 5.94 -2.55 -6.19
H -2.01 5.59 0.74
H 0.22 -0.76 2.91
H 0.94 2.66 4.43
H 4.68 5.53 0.02
H 0.45 0.88 -4.02
H -1.62 0.80 5.74
H 6.38 -0.86 -0.12
H -1.68 9.12 0.61
H -3.18 -5.43 -5.25
H -3.03 -2.11 -1.09
H -0.15 3.74 0.76
H 0.00 4.76 2.18
H -3.04 -5.61 6.26
H -2.49 2.64 -3.15
H -8.64 2.48 -2.39
H -2.20 1.13 8.27
H 5.80 -3.81 1.00
H -2.14 -3.38 -5.41
H -3.11 -1.99 -5.10
H 6.35 -0.57 -5.48
H -1.15 4.03 9.04
H -2.92 3.71 8.61
H 1.85 -2.93 4.23
H 0.95 0.15 8.39
H 4.98 -1.67 -2.56
H 0.61 9.69 2.02
H 6.44 -5.32 3.14
H 0.20 9.93 0.43
H 6.25 0.79 -3.44
H 2.49 -0.45 -8.69
H -0.26 2.54 -2.17
H -0.34 -3.34 -2.82
H 5.37 -3.35 2.60
H 5.81 -6.20 6.43
H -2.31 -6.96 5.56
H -3.96 -7.09 6.13
H -2.37 2.89 0.12
H 7.09 -3.26 -2.75
H -2.74 -6.28 1.01
H 7.41 2.31 1.51
H 2.77 0.82 -7.63
H -2.71 -6.10 -1.53
H 2.57 -5.16 3.65
H -3.21 -1.02 -2.42
H 2.24 -5.72 1.04
H -4.58 -0.09 0.18
H -7.52 4.70 -0.66
H 6.22 -7.05 2.91
H -6.55 2.96 0.40
H -2.28 3.93 -1.95
H -5.22 -6.89 -2.45
H -0.30 -5.65 -2.46
H 2.97 5.61 -0.54
H 4.81 -3.20 -3.25
H 3.84 -6.84 2.13
H -2.24 6.90 2.52
H 4.58 1.19 -0.71
H -1.12 -6.68 1.48
H -1.02 5.94 -0.62
H 3.83 3.15 1.43
H -5.21 6.33 -0.94
H -3.02 6.06 -6.03
H 6.20 3.56 1.50
H -4.91 -5.07 -5.02
H 3.07 -1.17 -3.38
H 1.76 -0.91 7.30
H 4.22 -2.39 -6.68
H 1.36 -3.10 2.57
H 4.37 -2.77 1.37

Computed properties:
Maximum force = 7.3 eV Å⁻¹
Molar mass = 1535.2 Da
Energy = -189475.25794 eV
HOMO level = -22.250 eV
Charge = +8

Löwdin population analysis, charges in e, atoms 1 to 2: 0.896 -0.239

---

The following is a quantum chemistry calculation of a molecular structure, C10H10CoN2O4S, from OMol25.

Positions of all 28 atoms, in Å:
Co -0.94 -0.54 0.23
S -0.16 0.86 1.56
O 0.82 -2.84 0.46
O -2.65 -1.74 2.24
O -3.27 1.02 -0.48
O -0.21 -0.18 -2.53
N 2.38 0.07 0.64
N 1.97 2.22 0.63
C 3.55 0.72 0.26
C 1.23 3.47 0.69
C 3.30 2.04 0.26
C -2.31 0.45 -0.20
C 1.42 1.00 0.87
C 0.20 -1.85 0.39
C -3.30 -2.36 -1.47
C -1.93 -1.22 1.49
C -2.32 -3.25 -1.27
C -0.42 -0.25 -1.38
H 1.92 4.31 0.51
H 0.43 3.45 -0.06
H 4.47 0.17 0.07
H 3.92 2.89 0.06
H -4.09 -2.17 -0.72
H -3.31 -1.69 -2.36
H -2.26 -3.85 -0.34
H -1.47 -3.35 -1.97
H 0.78 3.56 1.69
H 2.26 -0.94 0.71

Computed properties:
Spin multiplicity = 4
Maximum force = 11.4 eV Å⁻¹
<S²> = 3.81
Molar mass = 313.2 Da
Energy = -70142.57384 eV
HOMO level (spin up / spin down) = -15.023 / -16.773 eV
Charge = +2

Löwdin population analysis, charges in e, atoms 1 to 2: -0.140 1.101

---

The following is a quantum chemistry calculation of 2 unconnected molecules or ions with the total composition C6H16N4, from OMol25.

Positions of all 26 atoms, in Å:
N -0.94 -0.94 0.19
N -0.66 -2.37 0.15
N 2.60 1.41 0.59
N -0.43 1.09 -0.60
C 3.21 -0.44 -0.66
C -2.50 -0.72 0.21
C 0.02 -0.11 -0.27
C -2.61 0.83 0.45
C 2.52 0.15 0.45
C -1.77 1.67 -0.49
H -1.80 2.57 -0.06
H 0.34 -2.44 0.10
H 3.35 0.06 -1.60
H -2.38 1.81 -1.41
H 2.74 2.09 -0.08
H -1.10 -2.83 -0.80
H -2.87 -1.02 1.20
H -3.65 1.15 0.56
H 2.87 -1.39 -0.95
H -3.03 -0.92 -0.72
H 4.24 -0.71 -0.43
H 0.42 1.62 -0.81
H -1.24 -2.73 0.88
H 2.57 1.73 1.55
H -2.06 0.92 1.30
H 2.16 -0.49 1.25

Computed properties:
Relative energy (zero: lowest compared OMol25 entry of this formula, charge and spin) = 4.536 eV
Maximum force = 4.8 eV Å⁻¹
Molar mass = 144.2 Da
Energy = -12421.48261 eV
HOMO level = -17.179 eV
Charge = +2

Löwdin population analysis, charges in e, atoms 1 to 2: -0.130 0.236

---

The following is a quantum chemistry calculation of a gas-phase ion, C6H15N4 (charge +1), from OMol25.

Positions of all 25 atoms, in Å:
N 1.42 2.10 0.35
N -2.78 1.05 0.03
N -0.86 0.14 1.06
N 0.39 0.74 -1.26
C -2.40 -1.31 -0.24
C -1.71 0.06 -0.12
C -0.78 0.32 -1.38
C 1.99 -0.28 0.35
C 2.99 -0.79 -0.66
C 1.07 0.92 -0.17
H -3.02 -1.39 0.69
H 3.56 0.04 -1.06
H 2.42 -1.30 -1.52
H 0.73 2.74 0.10
H -1.21 -0.61 1.78
H -2.52 2.03 -0.10
H 2.11 2.26 1.02
H 3.76 -1.42 -0.10
H -0.98 1.00 1.55
H 1.19 -1.10 0.74
H -1.16 0.29 -2.39
H -3.59 0.87 -0.58
H -1.56 -2.08 -0.28
H 2.54 0.19 1.26
H -2.91 -1.15 -1.23

Computed properties:
SMILES = CCC(=[NH2+])/N=C\C(C)(N)N
Relative energy (zero: lowest compared OMol25 entry of this formula, charge and spin) = 1.061 eV
Maximum force = 6.0 eV Å⁻¹
Molar mass = 143.2 Da
Energy = -12418.10804 eV
HOMO level = -13.539 eV
Charge = +1

Löwdin population analysis, charges in e, atoms 1 to 2: 0.241 0.084